1.
16
Properties=species:S:1:pos:R:3:nbo_charge:R:1 method="wB97M-V/def2-TZVPD" total_charge=+1 multiplicity=1 relative_energy_kcal_mol=102.2 gap_ev="7.02 / 7.02" total_energy_ev=-78327.158
C -0.093 1.020 0.716 -0.027
C 0.425 -0.225 1.229 0.204
C -0.389 -0.633 -0.820 0.306
C -1.068 1.625 -1.503 -0.417
C 0.808 -2.476 0.289 -0.424
N -0.489 0.665 -0.608 -0.406
N 0.330 -1.131 0.292 -0.306
Br 1.344 2.863 1.352 0.019
H -0.869 1.550 1.259 0.299
H 0.853 -0.401 2.203 0.269
H -1.109 1.204 -2.504 0.259
H -2.076 1.896 -1.189 0.231
H -0.453 2.526 -1.505 0.237
H 1.417 -2.678 1.165 0.237
H -0.028 -3.176 0.244 0.260
H 1.396 -2.627 -0.620 0.260

2.
19
Properties=species:S:1:pos:R:3:nbo_charge:R:1 method="wB97M-V/def2-TZVPD" total_charge=+1 smiles="C[N@H+](C(=O)CBr)[C@H](O)C#[N+][O-]" multiplicity=1 relative_energy_kcal_mol=35.7 gap_ev=9.69 total_energy_ev=-84467.797
C 0.758 1.021 -1.839 -0.434
N -0.038 0.274 -0.759 -0.456
C 0.042 0.995 0.551 0.664
O 0.944 1.745 0.774 -0.435
C -1.297 0.971 1.234 -0.592
Br -2.554 -0.526 0.935 0.032
C 0.714 -1.084 -0.434 0.259
O 0.025 -2.093 -1.095 -0.646
C 0.668 -1.081 1.036 -0.040
N 0.683 -1.620 2.084 0.326
O 0.821 -1.967 3.179 -0.233
H 1.777 1.113 -1.587 0.243
H 0.633 0.365 -2.807 0.254
H 0.292 2.085 -1.963 0.258
H -0.897 0.154 -1.177 0.451
H -1.900 1.833 0.848 0.289
H -1.544 1.102 2.342 0.318
H 1.675 -0.974 -0.796 0.234
H -0.803 -2.315 -0.527 0.507

3.
19
Properties=species:S:1:pos:R:3:lowdin_spin:R:1 method="wB97M-V/def2-TZVPD" multiplicity=2 relative_energy_kcal_mol=1.4 s_squared=0.752 gap_ev="8.21 / 9.56" total_energy_ev=-20784.562
C 0.111 -0.435 1.640 0.008
O 1.229 -0.205 0.805 0.136
Cd 3.253 -0.259 0.641 0.696
C -0.461 -1.832 1.492 0.002
H 0.442 -0.271 2.677 0.003
H -0.654 0.330 1.423 0.001
H -1.315 -1.956 2.173 0.000
H -0.805 -2.016 0.465 0.000
H 0.296 -2.588 1.747 0.001
C 1.143 0.461 -0.662 0.016
O 0.486 1.695 -0.481 0.006
C -0.654 1.757 -1.254 0.001
C -0.952 0.304 -1.590 0.001
O 0.312 -0.319 -1.441 0.006
O 2.375 0.509 -1.002 0.123
F -0.375 2.474 -2.410 0.001
H -1.443 2.297 -0.721 0.000
H -1.678 -0.122 -0.883 0.000
H -1.308 0.178 -2.617 0.000

4.
16
Properties=species:S:1:pos:R:3:nbo_charge:R:1 method="wB97M-V/def2-TZVPD" smiles="C[C@@H]1C=CC[Si]1(Cl)Cl" multiplicity=1 relative_energy_kcal_mol=7.0 gap_ev=10.15 total_energy_ev=-38239.122
C 0.740 1.566 1.035 -0.610
C 0.068 0.165 1.048 -0.686
C 0.991 -0.897 0.368 -0.187
C 0.747 -1.291 -0.925 -0.171
C -0.545 -0.676 -1.564 -0.953
Si -1.491 0.022 -0.106 1.514
Cl -2.720 -1.355 0.757 -0.352
Cl -2.425 1.810 -0.444 -0.352
H 0.659 1.839 -0.016 0.210
H 1.824 1.386 1.263 0.207
H 0.416 2.340 1.737 0.227
H -0.213 -0.368 2.088 0.242
H 1.797 -1.249 0.915 0.201
H 1.266 -1.979 -1.520 0.210
H -0.060 0.022 -2.448 0.257
H -1.056 -1.335 -2.189 0.245

5.
18
Properties=species:S:1:pos:R:3:nbo_charge:R:1 method="wB97M-V/def2-TZVPD" multiplicity=1 relative_energy_kcal_mol=13.1 gap_ev=9.84 total_energy_ev=-46417.008
H -1.670 1.604 2.756 0.400
N -1.163 0.938 2.084 -0.698
C -1.463 0.819 0.890 0.569
Cl -2.590 1.887 0.012 -0.108
O -1.197 -0.219 0.169 -0.494
C -2.028 -0.573 -0.919 -0.284
H -1.797 0.178 -1.786 0.196
H -3.179 -0.566 -0.858 0.212
H -1.678 -1.545 -1.239 0.212
C 1.806 -1.537 0.514 -0.382
C 1.638 -0.631 -0.459 -0.069
Cl 1.749 -1.237 -2.060 -0.006
C 1.860 0.878 -0.338 -0.429
Cl 3.544 1.007 0.356 -0.052
H 1.645 -2.591 0.308 0.216
H 1.669 -1.232 1.605 0.224
H 1.793 1.447 -1.387 0.249
H 1.060 1.372 0.352 0.246

6.
17
Properties=species:S:1:pos:R:3:nbo_charge:R:1 method="wB97M-V/def2-TZVPD" multiplicity=1 relative_energy_kcal_mol=15.9 gap_ev=9.59 total_energy_ev=-52169.514
C 0.440 2.336 0.220 -0.340
C -0.320 1.235 0.406 -0.277
C 0.632 -1.493 1.172 -0.689
C -0.513 0.295 -0.733 -0.570
C 0.996 -1.033 -0.221 -0.159
P -2.034 -0.777 -0.637 0.838
Cl 2.332 0.079 -0.230 -0.015
Cl -3.458 0.645 -1.057 -0.289
Cl -1.751 -1.818 -2.348 -0.279
H 0.805 3.038 0.957 0.213
H 0.892 2.286 -0.759 0.191
H -0.826 1.154 1.336 0.215
H -0.308 -0.970 1.402 0.223
H 1.426 -1.080 1.833 0.235
H 0.629 -2.635 1.387 0.238
H -0.073 0.494 -1.757 0.256
H 1.132 -1.755 -0.972 0.210

7.
15
Properties=species:S:1:pos:R:3:nbo_charge:R:1 method="wB97M-V/def2-TZVPD" smiles="C=C=C.CC#N.Cl" multiplicity=1 relative_energy_kcal_mol=70.4 gap_ev=9.68 total_energy_ev=-19323.897
C 1.236 1.060 1.936 -0.506
C 0.581 1.829 1.186 0.112
C -0.111 2.856 0.664 -0.517
H 1.251 1.150 3.016 0.237
H 1.921 0.385 1.396 0.228
H 0.637 3.698 0.317 0.218
H -1.105 2.870 0.228 0.226
C -0.345 -1.703 -2.993 -0.727
C -0.103 -1.183 -1.636 0.407
N 0.136 -0.607 -0.652 -0.394
H 0.323 -2.538 -3.499 0.282
H -1.372 -2.048 -2.943 0.265
H -0.287 -0.709 -3.426 0.269
Cl -1.528 -1.155 1.589 -0.408
H -0.698 -0.671 0.590 0.307

8.
15
Properties=species:S:1:pos:R:3:nbo_charge:R:1 method="wB97M-V/def2-TZVPD" smiles=CC[C@](C)(Cl)C#N multiplicity=1 relative_energy_kcal_mol=22.9 gap_ev=11.98 total_energy_ev=-19325.959
C -0.147 1.645 -0.887 -0.637
C 0.670 0.411 -0.522 -0.409
C -0.258 -0.629 0.169 -0.045
C 0.566 -1.765 0.685 -0.598
Cl -1.640 -1.001 -0.964 -0.031
C -1.036 -0.045 1.327 0.251
N -1.625 0.480 2.143 -0.303
H -1.060 1.438 -1.486 0.230
H 0.342 2.469 -1.583 0.219
H -0.336 2.325 -0.050 0.224
H 1.366 0.700 0.129 0.211
H 1.070 0.024 -1.373 0.219
H 0.898 -2.312 -0.083 0.220
H 1.305 -1.336 1.212 0.221
H -0.114 -2.404 1.284 0.226

9.
19
Properties=species:S:1:pos:R:3:nbo_charge:R:1 method="wB97M-V/def2-TZVPD" total_charge=+1 multiplicity=1 relative_energy_kcal_mol=91.5 gap_ev="8.67 / 8.67" total_energy_ev=-35734.439
C 0.235 -0.110 1.464 -0.090
C -2.542 0.440 -0.049 0.548
C 1.314 -0.472 -0.732 -0.234
C 1.063 -1.926 -0.180 -0.613
C 0.998 1.744 0.280 -0.423
N -3.441 -0.105 -0.911 0.116
N 1.242 0.322 0.500 -0.450
O -1.335 0.404 -0.177 -0.599
O -4.184 -1.030 -0.829 -0.129
S 0.011 -1.707 1.301 0.548
Cl -3.488 1.456 0.938 0.105
H 2.296 -0.282 -1.086 0.243
H 0.449 -0.119 -1.285 0.258
H 0.576 -2.563 -0.962 0.271
H 1.953 -2.486 -0.019 0.253
H 0.815 2.266 1.217 0.258
H 1.862 2.206 -0.249 0.228
H 0.092 1.836 -0.281 0.252
H 2.085 0.126 1.061 0.458

10.
16
Properties=species:S:1:pos:R:3:nbo_charge:R:1 method="wB97M-V/def2-TZVPD" smiles="C=C(C)Cl.CN=C=O" multiplicity=1 relative_energy_kcal_mol=48.6 gap_ev=9.80 total_energy_ev=-21373.198
C -1.667 -0.142 -0.593 -0.434
C -1.514 -0.638 0.637 -0.086
C -1.900 -2.061 1.046 -0.639
Cl -0.701 0.216 1.740 0.064
H -1.434 0.944 -0.776 0.219
H -2.156 -0.874 -1.321 0.210
H -1.102 -2.564 1.542 0.226
H -2.215 -2.617 0.160 0.217
H -2.787 -2.079 1.667 0.224
C 1.983 2.178 -0.891 -0.417
N 2.069 1.020 -0.147 -0.530
C 2.626 -0.029 -0.044 0.857
O 3.006 -1.043 0.348 -0.515
H 2.865 2.703 -1.187 0.199
H 1.517 2.133 -1.843 0.199
H 1.410 2.852 -0.339 0.207

11.
17
Properties=species:S:1:pos:R:3:nbo_charge:R:1 method="wB97M-V/def2-TZVPD" smiles="CC=C=[N+]([O-])O.C=CCl" multiplicity=1 relative_energy_kcal_mol=154.2 gap_ev=9.74 total_energy_ev=-23415.563
C 0.184 -1.428 -1.290 -0.648
C 1.430 -0.834 -0.882 -0.191
C 1.457 0.345 -0.390 0.177
N 1.281 1.582 -0.065 0.319
O 1.202 2.102 1.044 -0.499
O 1.302 2.537 -1.160 -0.550
H -0.684 -0.779 -1.062 0.236
H -0.125 -2.274 -0.679 0.228
H 0.225 -1.783 -2.271 0.227
H 2.260 -1.544 -0.830 0.228
H 1.319 3.336 -0.727 0.477
C -1.812 -0.874 1.441 -0.428
C -1.369 0.349 1.376 -0.220
Cl -2.284 1.616 0.609 -0.007
H -2.821 -1.230 1.156 0.207
H -1.262 -1.503 2.128 0.208
H -0.301 0.382 1.601 0.235

12.
17
Properties=species:S:1:pos:R:3:nbo_charge:R:1 method="wB97M-V/def2-TZVPD" smiles="C[C@H]1ON=C(Cl)[C@@H]1CO" multiplicity=1 relative_energy_kcal_mol=72.6 gap_ev=10.38 total_energy_ev=-23419.103
C 1.544 -1.178 1.042 -0.623
C 0.476 -0.982 0.031 0.076
O -0.580 -2.015 0.030 -0.349
N -1.770 -1.367 0.408 -0.090
C -1.640 -0.118 0.302 0.153
Cl -2.932 0.970 0.626 0.038
C -0.254 0.367 0.084 -0.353
C -0.042 1.136 -1.229 -0.032
O -0.487 2.440 -1.076 -0.722
H 1.095 -0.644 1.864 0.209
H 2.436 -0.726 0.615 0.215
H 1.659 -2.239 1.160 0.236
H 1.120 -0.891 -0.826 0.187
H 0.112 1.098 0.870 0.231
H -0.546 0.440 -1.878 0.163
H 1.095 1.196 -1.585 0.180
H -1.285 2.513 -0.437 0.482